Entry 1:
76
Properties=species:S:1:pos:R:3:forces:R:3:mulliken_charge:R:1 method="wB97M-V/def2-TZVPD" spin_multiplicity=1 charge=+2
C -6.289 4.836 -6.328 -0.1 0.3 -0.2 -0.91
C -5.861 5.498 -7.410 -0.6 -0.2 0.7 0.91
H -7.210 5.113 -5.833 0.0 0.1 0.0 0.25
H -5.750 4.006 -5.895 0.1 -0.2 -0.1 0.04
C -4.610 5.133 -8.093 0.8 -0.4 0.1 1.00
C -3.617 4.507 -7.450 -0.1 0.1 -0.2 -1.14
H -3.671 4.236 -6.406 0.0 0.1 0.1 0.25
H -2.701 4.243 -7.961 0.0 0.0 -0.1 0.26
C -6.666 6.641 -7.952 -0.1 0.1 -0.1 -1.36
H -7.561 6.802 -7.356 0.0 0.0 0.0 0.37
H -6.978 6.459 -8.980 0.0 0.0 -0.1 0.31
H -6.093 7.569 -7.952 0.1 0.0 0.0 0.33
C -4.459 5.476 -9.545 0.0 0.1 -0.1 -1.34
H -4.540 6.550 -9.712 0.0 0.0 0.0 0.31
H -5.231 5.000 -10.150 -0.1 0.0 0.0 0.33
H -3.493 5.152 -9.922 0.1 0.0 0.0 0.37
Cd -0.507 0.416 -0.975 3.1 0.9 1.8 1.51
O -2.074 1.002 -2.051 -2.6 0.7 -3.0 -0.62
C -2.595 0.552 -3.093 0.4 0.5 1.0 1.11
O -0.301 -1.055 -2.292 -0.3 -2.3 -3.1 -0.80
C -1.046 -1.334 -3.230 0.8 -0.1 0.8 0.50
O -0.837 -2.390 -3.973 -0.3 0.1 -0.2 -0.31
N -2.158 -0.626 -3.665 0.0 -0.1 0.0 0.34
C -1.909 -2.558 -4.951 0.3 0.0 0.3 -0.43
C -2.697 -1.249 -4.891 0.0 0.1 0.1 -0.67
H -2.486 -3.423 -4.642 -0.1 0.0 0.0 0.29
H -1.443 -2.744 -5.910 0.0 0.0 -0.1 0.31
H -3.763 -1.427 -4.801 -0.1 0.0 0.0 0.44
H -2.504 -0.610 -5.749 0.0 0.0 -0.1 0.39
C -3.686 1.246 -3.755 -0.4 0.3 -0.2 -0.41
C -4.119 2.435 -3.329 0.2 -0.2 0.0 -0.71
H -4.138 0.791 -4.623 0.0 0.0 0.0 0.29
H -3.679 2.930 -2.475 0.1 0.0 0.1 0.26
H -4.923 2.946 -3.837 0.0 0.0 0.0 0.27
F 5.945 -1.912 2.101 -0.6 0.2 0.4 -0.33
C 4.722 -1.668 2.639 -1.7 0.6 -1.2 0.26
C 3.684 -1.131 1.802 0.9 -0.9 1.5 -0.80
C 2.349 -0.959 2.281 0.7 -0.2 1.0 -0.09
C 1.198 -0.569 1.462 -0.2 0.2 -1.0 1.28
O 1.246 -0.213 0.257 1.4 -0.1 0.0 -0.99
C -0.065 -0.660 2.087 -0.8 -0.9 4.9 0.09
C -0.184 -0.839 3.454 1.2 0.0 -1.1 -0.45
N 0.898 -1.061 4.252 -0.6 0.7 0.8 0.01
C 0.778 -1.157 5.737 -0.2 0.9 -0.3 -0.19
C -0.567 -0.761 6.388 1.4 1.0 0.3 -1.14
C -0.198 -2.218 6.167 -0.3 0.7 0.5 -0.45
C 2.135 -1.242 3.674 0.6 -0.1 -0.4 -0.05
C 3.187 -1.762 4.466 0.2 0.0 -0.3 -0.17
C 4.455 -2.042 3.980 0.5 -0.5 0.3 -0.17
N 5.373 -2.784 4.839 -1.2 0.7 -0.7 0.14
C 4.874 -3.879 5.681 0.5 0.1 -0.5 -0.79
C 5.275 -3.649 7.141 -2.1 -0.6 0.3 -0.65
N 6.737 -3.523 7.241 0.7 -0.4 1.0 -0.08
C 7.223 -2.405 6.405 1.1 1.6 -1.0 -0.78
C 6.816 -2.590 4.914 -0.3 -0.5 0.3 -0.65
C -1.305 -0.704 1.313 2.9 -2.2 -7.8 0.28
O -1.311 -1.765 0.537 -1.3 1.4 3.4 -0.65
O -1.549 0.393 0.693 -2.9 1.5 4.0 -0.97
H 3.918 -0.926 0.766 0.0 0.0 0.0 0.53
H -1.183 -0.835 3.863 0.2 0.0 0.5 0.67
H 1.491 -0.510 6.303 0.3 -1.8 -0.7 0.63
H -0.396 -0.487 7.453 -0.2 0.2 -1.0 0.30
H -0.894 0.096 5.766 -1.4 -1.3 0.4 0.42
H -0.797 -2.693 5.364 1.1 -0.2 0.6 0.25
H 0.105 -2.749 7.094 -0.9 0.1 -0.8 0.27
H 3.014 -2.017 5.498 -0.3 0.1 0.0 0.68
H 5.340 -4.833 5.344 -0.2 0.3 0.1 0.27
H 3.780 -4.031 5.602 0.7 0.3 0.0 0.49
H 4.782 -2.731 7.532 0.6 -0.5 -0.2 0.39
H 4.929 -4.509 7.760 0.4 0.6 -0.3 0.38
H 6.993 -3.353 8.243 -0.1 -0.3 -1.0 0.37
H 7.188 -4.420 6.943 -0.4 0.8 0.3 0.41
H 8.330 -2.342 6.494 -0.7 -0.2 0.0 0.41
H 6.798 -1.454 6.794 0.1 -0.8 -0.1 0.33
H 7.327 -3.505 4.538 0.0 0.5 0.0 0.35
H 7.152 -1.720 4.317 -0.2 -0.6 0.4 0.43

=====

Entry 2:
13
Properties=species:S:1:pos:R:3:forces:R:3:mulliken_charge:R:1 method="wB97M-V/def2-TZVPD" spin_multiplicity=1 charge=+1
C -0.641 -0.079 -0.531 2.0 2.5 -0.7 0.67
C 0.346 1.208 -0.603 0.1 -1.3 -2.7 -0.41
N 1.452 0.694 0.203 0.3 1.5 -0.4 -0.47
O 0.126 -1.173 -0.530 0.6 -1.5 -1.4 -0.27
O -1.098 -1.727 1.419 -0.3 0.0 0.7 -0.48
O -1.853 -0.141 -0.965 -0.5 0.1 0.7 -0.40
S 0.164 -0.768 1.061 -0.6 -1.3 1.4 0.36
H -0.051 2.076 -0.187 -1.1 1.3 0.7 0.33
H 0.704 1.495 -1.704 -1.0 -1.0 2.2 0.33
H 1.636 1.234 1.056 0.2 0.2 -0.8 0.32
H 2.250 0.666 -0.429 0.4 -0.4 0.8 0.27
H -0.786 -2.474 1.954 -0.2 -0.1 -0.1 0.39
H -2.248 -1.011 -0.745 0.0 0.1 -0.3 0.37

=====

Gap between HOMO and LUMO
In order: 6.207; 10.477
Unit: eV